C6H8FNO3 | ωB97M-V with the def2-TZVPD basis set

Cartesian coordinates (Å):
O1 1.63 0.93 1.73
C1 1.16 0.14 1.01
C2 1.31 -0.54 -0.26
C3 0.97 0.24 -1.44
O2 -0.35 -0.07 -1.87
C4 -1.43 0.08 -0.90
C5 -1.12 -0.57 0.53
N1 0.24 -0.73 0.67
H1 1.77 -1.51 -0.37
H2 0.92 1.30 -1.06
H3 1.65 0.08 -2.33
H4 -2.36 -0.47 -1.31
H5 -1.65 1.19 -0.74
H6 -1.51 0.11 1.34
H7 -1.62 -1.57 0.56
O3 0.73 -0.29 5.17
C6 1.60 -0.69 4.49
F1 1.56 -1.88 3.85
H8 2.46 -0.25 3.92

Its spin multiplicity is 1. As for the structure (SMILES): O=C1[C@@H]2COCCN12.O=CF. The value obtained for the energy is -16698.3811 eV. The charge is 0. As for the LUMO energy: 0.8 eV. Its molar mass is 161.1 g mol⁻¹.


C6H8FO3 | ωB97M-V with the def2-TZVPD basis set

Cartesian coordinates (Å):
C1 -0.19 -1.90 0.89
C2 -0.46 -0.68 0.02
C3 -1.82 -0.01 -0.09
O1 -2.78 -0.53 0.52
O2 -1.90 1.10 -0.66
C4 0.46 -0.59 -1.27
C5 0.88 0.28 -0.04
F1 1.97 -0.23 0.72
C6 0.92 1.83 -0.07
O3 0.03 2.53 0.67
H1 -1.12 -2.15 1.31
H2 0.56 -1.77 1.69
H3 0.11 -2.71 0.29
H4 1.04 -1.50 -1.49
H5 0.09 -0.21 -2.22
H6 1.19 2.23 -1.05
H7 1.90 2.05 0.44
H8 -0.89 2.26 0.36

Its spin multiplicity is 1. As for the structure (SMILES): C[C@]1(C(=O)[O-])C[C@@]1(F)CO. The value obtained for the energy is -15211.9899 eV. The charge is -1. As for the LUMO energy: 3.9 eV. Its molar mass is 147.1 g mol⁻¹.


C6H8IN2O7PtS4Sb | ωB97M-V with the def2-TZVPD basis set

Cartesian coordinates (Å):
Pt1 0.10 -0.13 0.30
S1 3.32 -1.78 3.50
Sb1 2.40 0.21 2.71
S2 0.04 -0.11 2.62
S3 2.42 -0.03 0.33
O1 -2.54 -1.05 -2.06
S4 -1.99 0.12 -1.46
O2 -2.65 1.36 -1.84
O3 -0.48 0.25 -1.71
O4 -1.97 0.00 0.08
N1 -0.83 3.31 -1.02
C1 -0.02 3.13 0.01
O5 0.25 2.05 0.56
C2 0.64 4.35 0.59
I1 2.52 4.68 -0.37
H1 -1.34 2.53 -1.47
H2 -0.95 4.23 -1.38
H3 0.86 4.18 1.64
H4 0.06 5.26 0.45
O6 -1.38 -2.72 1.86
C3 -0.65 -2.97 0.94
C4 -0.47 -4.36 0.35
C5 0.48 -4.18 -0.83
C6 0.79 -2.70 -0.85
O7 1.48 -2.14 -1.66
N2 0.15 -2.09 0.23
H5 -1.46 -4.71 0.05
H6 -0.10 -5.03 1.13
H7 0.04 -4.44 -1.79
H8 1.42 -4.73 -0.73

Its spin multiplicity is 2. The value obtained for the energy is -84895.3702 eV. The charge is -1. As for the LUMO energy (spin up / spin down): 1.8 / 0.2 eV. Its molar mass is 792.1 g mol⁻¹.


C6H8INO3S | ωB97M-V with the def2-TZVPD basis set

Cartesian coordinates (Å):
C1 -3.20 -0.22 0.88
C2 -0.34 1.70 -1.27
C3 -2.03 -0.64 0.51
C4 0.15 0.82 -0.46
C5 1.39 -1.67 -0.19
C6 1.87 -0.39 -0.88
N1 2.23 -1.99 0.80
O1 0.41 -2.32 -0.39
O2 -1.21 1.75 1.53
O3 0.17 -0.18 1.86
S1 -0.75 0.48 1.01
I1 2.06 -0.31 -2.97
H1 -4.16 -0.66 0.73
H2 -3.14 0.75 1.36
H3 -1.09 2.35 -1.02
H4 0.13 1.82 -2.18
H5 -1.53 -1.42 -0.11
H6 2.68 0.12 -0.38
H7 2.66 -1.25 1.31
H8 1.84 -2.83 1.23

Its spin multiplicity is 1. The value obtained for the energy is -32915.5903 eV. The charge is 0. As for the LUMO energy: 0.0 eV. Its molar mass is 301.1 g mol⁻¹.


C6H8LiNaO6 | ωB97M-V with the def2-TZVPD basis set

Cartesian coordinates (Å):
O1 1.08 -2.83 -0.07
C1 -0.95 0.56 1.44
C2 0.07 -2.66 0.87
O2 -1.36 1.25 2.34
O3 -1.34 -0.72 1.39
C3 -1.00 -1.67 0.38
Na1 1.82 -5.07 -1.14
H1 0.46 -2.27 1.83
H2 -0.42 -3.62 1.12
H3 -1.94 -2.18 0.14
H4 -0.65 -1.17 -0.53
O4 0.27 2.45 0.61
C4 0.11 1.06 0.41
C5 0.65 2.95 -0.70
O5 1.23 0.40 0.53
O6 -0.45 0.95 -0.92
C6 -0.32 2.19 -1.59
Li1 1.81 -1.14 -0.18
H5 1.70 2.76 -0.98
H6 0.49 4.03 -0.69
H7 0.05 2.03 -2.61
H8 -1.30 2.70 -1.64

Its spin multiplicity is 1. The value obtained for the energy is -23258.0839 eV. The charge is 0. As for the LUMO energy: -2.2 eV. Its molar mass is 206.1 g mol⁻¹.


C6H8LiO3Y | ωB97M-V with the def2-TZVPD basis set

Cartesian coordinates (Å):
C1 -1.61 -0.38 2.08
C2 -0.42 -0.78 2.79
C3 0.10 -1.72 1.71
C4 1.08 -0.59 1.80
O1 1.24 0.17 0.75
Li1 1.52 1.82 -0.13
H1 -1.76 0.67 1.84
H2 -2.51 -1.00 2.03
H3 -0.37 -0.99 3.85
H4 1.93 -0.73 2.48
H5 0.43 -2.75 1.89
O2 0.41 1.30 -1.58
O3 -0.86 -1.40 0.71
C5 0.01 1.97 -2.66
C6 -0.79 1.50 -3.63
H6 0.47 2.97 -2.77
H7 -1.01 2.12 -4.50
H8 -1.25 0.51 -3.57
Y1 0.02 -0.43 -0.86

Its spin multiplicity is 1. The value obtained for the energy is -13724.0879 eV. The charge is +2. As for the LUMO energy: -8.8 eV. Its molar mass is 224.0 g mol⁻¹.


C6H8LiO6Rb | ωB97M-V with the def2-TZVPD basis set

Cartesian coordinates (Å):
Li1 0.09 -1.42 0.12
O1 0.12 0.04 1.54
O2 -2.57 1.37 -0.17
C1 -3.57 0.49 0.39
C2 -3.01 -0.89 0.09
O3 -1.70 -0.59 -0.45
C3 -1.45 0.74 -0.42
H1 -3.65 0.70 1.46
H2 -4.52 0.70 -0.12
H3 -3.56 -1.45 -0.68
H4 -2.91 -1.52 0.98
Rb1 0.80 1.93 -1.89
O4 1.13 1.73 0.56
O5 2.44 0.09 1.30
C4 3.29 0.21 0.16
C5 2.73 -0.80 -0.86
O6 1.36 -0.57 -0.92
C6 1.18 0.57 1.04
H5 3.26 1.22 -0.28
H6 4.31 -0.04 0.48
H7 2.96 -1.82 -0.51
H8 3.28 -0.68 -1.81

Its spin multiplicity is 1. The value obtained for the energy is -19496.5997 eV. The charge is 0. As for the LUMO energy: -0.2 eV. Its molar mass is 268.5 g mol⁻¹.


C6H8LiO6Sr | ωB97M-V with the def2-TZVPD basis set

Cartesian coordinates (Å):
O1 -0.01 -2.20 1.30
C1 0.31 -1.60 0.17
C2 -1.38 -2.20 1.71
O2 1.52 -1.52 -0.15
O3 -0.61 -1.14 -0.58
C3 -1.68 -0.92 2.45
H1 -1.50 -3.05 2.39
H2 -2.06 -2.31 0.85
H3 -0.99 -0.80 3.30
H4 -2.71 -0.97 2.83
O4 -0.66 1.95 0.75
C4 -0.52 1.08 1.75
C5 0.51 2.67 0.30
O5 -1.63 0.39 1.73
O6 0.25 1.32 -1.68
C6 0.49 2.61 -1.22
H5 1.39 2.17 0.71
H6 0.45 3.70 0.67
H7 1.46 3.02 -1.58
H8 -0.30 3.29 -1.60
Li1 -1.35 0.68 -0.79
Sr1 1.34 -0.42 -2.05

Its spin multiplicity is 1. The value obtained for the energy is -19673.6505 eV. The charge is +1. As for the LUMO energy: -3.9 eV. Its molar mass is 270.7 g mol⁻¹.


C6H8N | ωB97M-V with the def2-TZVPD basis set

Cartesian coordinates (Å):
C1 0.42 -1.02 -0.07
C2 -0.13 -0.96 1.24
C3 -0.69 0.42 1.56
C4 -1.23 0.80 0.24
N1 -0.75 1.45 -0.78
C5 0.07 1.37 -1.74
C6 0.83 -0.04 -1.32
H1 0.80 -1.93 -0.58
H2 -0.20 -1.94 1.74
H3 0.14 0.91 1.92
H4 -1.36 0.41 2.29
H5 -2.13 0.46 -0.07
H6 0.27 1.98 -2.57
H7 0.83 -0.67 -2.08
H8 1.78 0.34 -1.21

Its spin multiplicity is 1. As for the structure (SMILES): C1=CCC=[N+]=CC1. The value obtained for the energy is -7829.9545 eV. The charge is +1. As for the LUMO energy: -5.0 eV. Its molar mass is 94.1 g mol⁻¹.


C6H8N | ωB97M-V with the def2-TZVPD basis set

Cartesian coordinates (Å):
C1 -2.24 0.96 -0.08
C2 -0.37 1.69 0.01
C3 1.60 0.42 0.72
C4 1.39 0.55 -0.74
C5 -0.66 -0.75 0.05
C6 -2.05 -0.31 0.12
N1 0.23 0.47 0.12
H1 -3.14 1.66 -0.17
H2 1.78 -0.56 1.18
H3 1.72 1.41 1.45
H4 1.46 1.56 -1.33
H5 1.42 -0.27 -1.42
H6 -0.27 -1.29 1.04
H7 -0.57 -1.29 -0.94
H8 -2.76 -1.14 0.17

Its spin multiplicity is 1. The value obtained for the energy is -7827.0353 eV. The charge is +1. As for the LUMO energy: -5.3 eV. Its molar mass is 94.1 g mol⁻¹.


C6H8N | ωB97M-V with the def2-TZVPD basis set

Cartesian coordinates (Å):
C1 -0.38 -2.96 -1.49
C2 0.45 -0.61 1.39
C3 1.41 -0.55 2.23
C4 -0.81 -0.12 0.87
C5 -0.36 -1.20 0.20
C6 -0.41 2.14 -1.29
N1 -0.42 -2.07 -0.73
H1 0.14 -3.19 -2.40
H2 2.32 -1.15 2.24
H3 1.48 0.27 3.08
H4 -1.67 0.49 0.94
H5 0.10 1.31 -1.75
H6 -1.48 1.98 -0.88
H7 -0.56 3.00 -1.88
H8 0.22 2.66 -0.52

Its spin multiplicity is 1. The value obtained for the energy is -7827.8962 eV. The charge is +1. As for the LUMO energy (spin up / spin down): -6.6 / -6.8 eV. Its molar mass is 94.1 g mol⁻¹.


C6H8N | ωB97M-V with the def2-TZVPD basis set

Cartesian coordinates (Å):
C1 -1.21 2.28 -1.44
N1 -0.80 1.51 -0.69
C2 -0.32 0.67 0.26
C3 -0.60 0.90 1.66
C4 0.34 -0.56 -0.24
C5 0.87 -1.45 -1.30
C6 0.91 -1.77 0.28
H1 -1.19 2.96 -2.26
H2 -0.47 -0.08 2.02
H3 -0.15 1.72 2.14
H4 -1.61 1.27 1.82
H5 0.14 -1.94 -1.92
H6 1.90 -1.25 -1.76
H7 1.91 -1.75 0.67
H8 0.28 -2.50 0.75

Its spin multiplicity is 1. As for the structure (SMILES): C#[N+]C(C)=C1CC1. The value obtained for the energy is -7830.4748 eV. The charge is +1. As for the LUMO energy: -5.2 eV. Its molar mass is 94.1 g mol⁻¹.